C28H36N5PS4Tl as an isolated structure. Source: the Open Molecules 2025 dataset; level of theory: ωB97M-V/def2-TZVPD.

HOMO	-10.01	eV
charge	+1
lowest unoccupied orbital energy	-1.9	eV
ΔE to the lowest compared entry with this formula, charge and spin	0.774	eV
maximum force	1.6	eV/A
orbital gap	8.103	eV
DFT total energy	-3468.78566	a.u.

Positions of all 75 atoms, in Å:
Tl: 0.18890 0.67730 0.47280
C: -1.55060 -2.55960 -2.03930
C: -2.44730 -2.48480 -0.82020
S: -2.55340 -0.76310 -0.18340
C: -3.31380 -1.05280 1.45010
C: -2.55820 -1.95440 2.41210
S: -0.88410 -1.32790 2.86520
C: 0.16150 -2.83110 2.68050
C: 1.63880 -2.49590 2.57500
S: 2.21290 -1.84040 0.96890
C: 2.13780 -3.29130 -0.15530
C: 0.80180 -3.55570 -0.83080
S: 0.18220 -2.07220 -1.72530
H: -1.89000 -1.85640 -2.80000
H: -1.55700 -3.57440 -2.44450
H: -2.06840 -3.12490 -0.02520
H: -3.45610 -2.80770 -1.08600
H: -4.30890 -1.46680 1.27330
H: -3.41210 -0.04500 1.85410
H: -2.44320 -2.95560 2.00500
H: -3.13850 -2.02740 3.33390
H: -0.16470 -3.37280 1.79740
H: -0.00460 -3.46030 3.55750
H: 2.23700 -3.38310 2.78900
H: 1.91530 -1.71200 3.28020
H: 2.44610 -4.16430 0.42090
H: 2.89410 -3.07350 -0.91110
H: 0.04150 -3.86010 -0.11190
H: 0.92160 -4.35230 -1.56960
N: 1.95330 0.91230 -1.77340
C: 1.83570 1.57350 -3.04380
C: 2.85710 1.54010 -3.98200
C: 2.71570 2.20680 -5.18610
C: 1.55810 2.92010 -5.44940
C: 0.52820 2.94840 -4.52450
C: 0.65780 2.27470 -3.31290
P: -0.69320 2.10410 -2.08100
C: -2.13960 2.71360 -3.02530
C: -2.90880 1.74310 -3.66450
C: -4.07640 2.08920 -4.31990
C: -4.49450 3.40940 -4.33180
C: -3.72850 4.38280 -3.71100
C: -2.55210 4.04010 -3.06790
C: -0.35780 3.47240 -0.89870
C: -1.40190 3.97650 -0.12330
C: -1.15330 4.88920 0.88360
C: 0.14540 5.28360 1.16300
C: 1.19060 4.77230 0.41570
C: 0.94520 3.87570 -0.60950
H: 2.10150 -0.08360 -1.91660
H: 2.77090 1.26560 -1.27960
H: 3.76330 0.98720 -3.77270
H: 3.51250 2.17130 -5.91310
H: 1.45720 3.44360 -6.38870
H: -0.37650 3.49750 -4.74690
H: -2.58850 0.71000 -3.63440
H: -4.66970 1.33310 -4.81350
H: -5.41590 3.68310 -4.82250
H: -4.05190 5.41260 -3.72580
H: -1.96530 4.80670 -2.58460
H: -2.41800 3.66060 -0.31560
H: -1.97110 5.29190 1.46110
H: 0.33700 5.98350 1.96050
H: 2.20420 5.07870 0.62910
H: 1.76460 3.50650 -1.20730
N: -4.03460 3.73620 5.24260
C: -3.28110 2.87400 4.54360
N: -3.72870 1.60000 4.41280
N: -2.18440 3.31510 4.00930
C: -1.40960 2.65300 3.23140
N: -0.68650 2.14810 2.48340
H: -4.93820 3.48700 5.60300
H: -3.73440 4.69400 5.27290
H: -4.53770 1.29250 4.92390
H: -3.08760 0.90320 4.07670

Okay, here come the natural (NBO) numbers, in e, for every atom:
1 Tl 0.60
2 C -0.53
3 C -0.52
4 S 0.22
5 C -0.53
6 C -0.53
7 S 0.19
8 C -0.51
9 C -0.53
10 S 0.21
11 C -0.54
12 C -0.52
13 S 0.20
14 H 0.24
15 H 0.24
16 H 0.20
17 H 0.23
18 H 0.23
19 H 0.23
20 H 0.22
21 H 0.23
22 H 0.21
23 H 0.23
24 H 0.24
25 H 0.24
26 H 0.24
27 H 0.24
28 H 0.20
29 H 0.23
30 N -0.88
31 C 0.13
32 C -0.22
33 C -0.19
34 C -0.20
35 C -0.18
36 C -0.34
37 P 0.82
38 C -0.26
39 C -0.22
40 C -0.20
41 C -0.20
42 C -0.21
43 C -0.23
44 C -0.34
45 C -0.22
46 C -0.19
47 C -0.22
48 C -0.14
49 C -0.24
50 H 0.39
51 H 0.38
52 H 0.22
53 H 0.22
54 H 0.22
55 H 0.23
56 H 0.21
57 H 0.22
58 H 0.22
59 H 0.22
60 H 0.22
61 H 0.22
62 H 0.22
63 H 0.22
64 H 0.21
65 H 0.22
66 N -0.77
67 C 0.66
68 N -0.80
69 N -0.64
70 C 0.50
71 N -0.54
72 H 0.40
73 H 0.43
74 H 0.40
75 H 0.41

A 4-piece molecular cluster, C28H37BBrN4 overall. Source: the Open Molecules 2025 dataset; level of theory: ωB97M-V/def2-TZVPD.

HOMO	-4.21	eV
charge	-1
lowest unoccupied orbital energy	2.4	eV
maximum force	1.4	eV/A
orbital gap	6.600	eV
DFT total energy	-3907.06678	a.u.

Positions of all 71 atoms, in Å:
C: -4.78716 -3.56171 1.63382
C: -3.45803 -2.76918 1.63742
C: -2.20437 -3.62582 1.97176
C: -1.02284 -3.41288 0.99588
N: -0.03024 -2.44811 1.48457
B: -0.27004 -1.00314 0.97056
C: 0.20209 -0.74468 -0.59678
C: -0.80801 -0.04285 -1.52054
C: -1.30535 1.31063 -1.01359
Br: -2.37543 -1.14706 -1.98928
C: 0.48352 0.02698 2.01693
C: 0.88297 1.31362 1.67980
C: 1.47647 2.17582 2.57605
C: 1.72743 1.78373 3.87121
C: 1.37528 0.49723 4.22274
C: 0.76714 -0.34582 3.32618
H: -4.80148 -4.40307 2.33296
H: -4.98207 -3.89594 0.60791
H: -5.60619 -2.87045 1.87417
H: -3.49307 -1.89664 2.29774
H: -3.31643 -2.37118 0.62807
H: -2.51694 -4.68232 1.95328
H: -1.87787 -3.40334 2.99454
H: -1.39297 -3.14705 -0.00988
H: -0.54500 -4.40441 0.87860
H: 0.86555 -2.80984 1.16000
H: -1.46617 -0.77908 1.08219
H: 1.17600 -0.23251 -0.66001
H: 0.36520 -1.74490 -1.03916
H: -0.30095 0.15875 -2.46808
H: -2.16754 1.65087 -1.60389
H: -0.49685 2.03961 -1.16557
H: -1.62456 1.30453 0.03207
H: 0.74346 1.70580 0.67351
H: 1.74251 3.17955 2.24116
H: 2.19204 2.49634 4.54902
H: 1.59875 0.17736 5.24069
H: 0.52759 -1.34191 3.69016
N: 1.36496 -4.02152 4.98018
C: 2.03725 -4.75262 5.86864
C: 2.38535 -6.08039 5.67244
C: 2.00979 -6.68692 4.48409
C: 1.30892 -5.94589 3.54779
C: 1.01219 -4.61983 3.83964
H: 2.30780 -4.23777 6.78543
H: 2.93502 -6.62354 6.43028
H: 2.26089 -7.72355 4.29156
H: 0.99675 -6.38189 2.60816
H: 0.46731 -3.99855 3.13152
N: 0.29182 1.37555 -4.40746
C: 1.29107 1.05511 -5.22693
C: 1.58540 1.75193 -6.39058
C: 0.79454 2.84055 -6.72107
C: -0.25070 3.18685 -5.87980
C: -0.45604 2.42374 -4.74114
H: 1.88084 0.19508 -4.92788
H: 2.41212 1.44882 -7.01876
H: 0.99042 3.41155 -7.62067
H: -0.89279 4.02898 -6.10072
H: -1.26055 2.65808 -4.05052
N: 1.43003 7.19265 -4.60469
C: 1.43733 8.00035 -3.54474
C: 0.94206 7.64368 -2.29985
C: 0.40428 6.37623 -2.14589
C: 0.38477 5.52131 -3.23536
C: 0.90886 5.97549 -4.43642
H: 1.86517 8.98353 -3.71149
H: 0.97736 8.34087 -1.47359
H: 0.00663 6.05809 -1.19024
H: -0.02539 4.52484 -3.15530
H: 0.92011 5.34223 -5.31283

Okay, here come the Löwdin numbers, in e, for every atom:
1 C -0.13
2 C -0.26
3 C -0.20
4 C -0.28
5 N -0.04
6 B -0.62
7 C -0.19
8 C -0.75
9 C -0.18
10 Br 0.63
11 C -0.12
12 C -0.09
13 C -0.13
14 C -0.14
15 C -0.12
16 C -0.07
17 H 0.06
18 H 0.06
19 H 0.06
20 H 0.10
21 H 0.05
22 H 0.09
23 H 0.10
24 H 0.07
25 H 0.09
26 H 0.09
27 H 0.10
28 H 0.09
29 H 0.08
30 H 0.03
31 H 0.05
32 H 0.06
33 H 0.07
34 H 0.08
35 H 0.09
36 H 0.08
37 H 0.09
38 H 0.09
39 N 0.07
40 C -0.17
41 C -0.10
42 C -0.10
43 C -0.07
44 C -0.13
45 H 0.10
46 H 0.09
47 H 0.10
48 H 0.10
49 H 0.07
50 N 0.08
51 C -0.13
52 C -0.07
53 C -0.09
54 C -0.10
55 C -0.15
56 H 0.11
57 H 0.10
58 H 0.11
59 H 0.11
60 H 0.11
61 N 0.05
62 C -0.17
63 C -0.08
64 C -0.07
65 C -0.06
66 C -0.15
67 H 0.10
68 H 0.10
69 H 0.11
70 H 0.08
71 H 0.08

C28H37BrCl3GeIrN3Si as an isolated structure. Source: the Open Molecules 2025 dataset; level of theory: ωB97M-V/def2-TZVPD.

HOMO (alpha / beta)	-14.52 / -14.50	eV
charge	+2
lowest unoccupied orbital energy (alpha / beta)	-7.2 / -9.1	eV
ΔE to the lowest compared entry with this formula, charge and spin	0.765	eV
spin multiplicity	6
maximum force	0.7	eV/A
⟨S²⟩	8.848
orbital gap (alpha / beta)	7.285 / 5.443	eV
DFT total energy	-7678.18915	a.u.

Positions of all 75 atoms, in Å:
Ir: -0.28814 0.67120 0.34352
N: 7.68885 0.25964 6.82020
C: 6.78091 0.24139 6.11846
C: 5.64206 0.21984 5.24251
C: 5.51099 1.19527 4.25641
C: 4.41157 1.17704 3.41523
C: 3.44051 0.19004 3.56155
C: 3.57419 -0.78484 4.54518
C: 4.67571 -0.77320 5.38431
C: 2.25892 0.18925 2.65000
C: 2.46890 -0.24846 1.33835
C: 3.72767 -0.74256 0.81993
C: 3.50654 -1.17013 -0.44548
C: 2.11676 -0.94156 -0.70546
N: 1.49631 -0.40775 0.33746
C: 1.03290 0.59830 3.18761
C: 0.75683 0.84499 4.58814
C: -0.55993 1.13513 4.68662
C: -1.07711 1.11300 3.34082
N: -0.14276 0.81308 2.46258
H: 6.26871 1.95982 4.15534
H: 4.30481 1.93800 2.65134
H: 2.83015 -1.56533 4.64754
H: 4.79444 -1.53215 6.14513
H: 4.64840 -0.77198 1.37854
H: 4.20744 -1.61119 -1.13462
H: 1.57748 -1.17106 -1.61372
H: 1.48423 0.78396 5.37996
H: -1.13324 1.35422 5.57230
H: -2.08583 1.34534 3.02707
C: 1.96181 6.73949 1.13835
C: 1.96744 5.42757 0.31979
C: 2.80684 5.65833 -0.94369
C: 2.67058 4.34610 1.15269
Si: 0.14556 5.05895 -0.12134
Br: 0.37487 2.73512 -0.97238
C: -1.05313 4.89606 1.35910
C: -0.31873 4.40633 2.61211
C: -1.60203 6.30948 1.65624
C: -2.24903 3.96542 1.11923
C: -0.55273 5.86832 -1.69347
C: -0.38594 7.39386 -1.50473
C: -2.04768 5.55926 -1.85100
C: 0.14723 5.46938 -3.00014
H: 2.99218 7.00327 1.39160
H: 1.41423 6.65069 2.07711
H: 1.54708 7.57938 0.57900
H: 3.83226 5.88627 -0.64168
H: 2.45454 6.50233 -1.53340
H: 2.84085 4.77681 -1.58762
H: 3.71484 4.64680 1.27611
H: 2.66722 3.37278 0.65685
H: 2.24964 4.22963 2.14956
H: 0.47675 5.07721 2.92961
H: 0.11026 3.41296 2.46639
H: -1.03668 4.34952 3.43698
H: -0.81376 7.02291 1.90209
H: -2.26876 6.25757 2.52147
H: -2.18343 6.71316 0.82813
H: -1.94752 2.96449 0.80234
H: -2.94886 4.35044 0.38189
H: -2.79754 3.86523 2.06121
H: -0.90640 7.77437 -0.62400
H: -0.81390 7.90026 -2.37366
H: 0.66010 7.69480 -1.44394
H: -2.64833 5.93736 -1.02494
H: -2.23784 4.48889 -1.96065
H: -2.40768 6.04993 -2.75825
H: 1.18932 5.77460 -3.04079
H: -0.36911 5.97385 -3.82037
H: 0.09208 4.39886 -3.20033
Cl: -2.69039 0.18767 -0.07969
Ge: -2.55960 -1.50760 -1.61904
Cl: -2.41727 -0.51457 -3.48476
Cl: -4.32739 -2.62249 -1.35372

Okay, here come the Löwdin numbers, in e, for every atom:
1 Ir 0.86
2 N 0.20
3 C -0.16
4 C -0.20
5 C 0.01
6 C -0.01
7 C -0.22
8 C -0.01
9 C 0.01
10 C -0.03
11 C -0.17
12 C 0.05
13 C 0.02
14 C -0.06
15 N -0.14
16 C -0.17
17 C 0.05
18 C 0.02
19 C -0.07
20 N -0.11
21 H 0.13
22 H 0.12
23 H 0.13
24 H 0.13
25 H 0.14
26 H 0.13
27 H 0.13
28 H 0.13
29 H 0.13
30 H 0.13
31 C -0.07
32 C -0.63
33 C -0.09
34 C -0.12
35 Si 0.69
36 Br 0.44
37 C -0.61
38 C -0.09
39 C -0.07
40 C -0.11
41 C -0.63
42 C -0.07
43 C -0.09
44 C -0.10
45 H 0.10
46 H 0.06
47 H 0.08
48 H 0.10
49 H 0.07
50 H 0.08
51 H 0.09
52 H 0.04
53 H 0.06
54 H 0.07
55 H 0.05
56 H 0.10
57 H 0.08
58 H 0.10
59 H 0.07
60 H -0.01
61 H 0.08
62 H 0.09
63 H 0.08
64 H 0.10
65 H 0.07
66 H 0.07
67 H 0.08
68 H 0.10
69 H 0.07
70 H 0.10
71 H 0.04
72 Cl 0.06
73 Ge -0.06
74 Cl 0.16
75 Cl 0.19

Question: Look up the maximum force of the third one.
Answer: 0.7 eV/A

Question: Which value of DFT total energy does entry 2 give?
Answer: -3907.06678 a.u.